Molecular formula: C58H41F2NO22S
Method: DFT, ωB97M-V with the def2-TZVPD basis set

Last column: Mulliken charge in e.
Atoms and positions in Å:
O (-1.8631, -3.4511, 0.7298)  -0.487
C (-2.5985, -3.1906, 1.6480)  -0.196
C (-3.2972, -1.8651, 1.8250)  0.636
N (-2.5285, -0.7637, 1.2155)  0.217
C (-1.3900, -0.3025, 2.0514)  -0.618
C (-0.0770, -0.3532, 1.2976)  0.278
O (0.6996, 0.5265, 1.2819)  -0.505
F (0.1300, -1.4938, 0.6466)  -0.132
S (-3.4592, 0.4682, 0.7017)  1.170
O (-2.6617, 1.3049, -0.1272)  -0.585
O (-4.7005, -0.0279, 0.2242)  -0.592
F (-3.7857, 1.3175, 1.9772)  -0.204
H (-2.8240, -3.9501, 2.4170)  0.432
H (-4.2630, -1.9905, 1.3388)  -0.251
H (-3.4770, -1.7051, 2.8916)  0.015
H (-1.5064, 0.7476, 2.3128)  0.419
H (-1.3445, -0.8685, 2.9802)  0.529
C (-8.2944, -3.3430, 1.5922)  -0.430
C (-9.4369, -3.0429, 0.9816)  -0.356
C (-9.4518, -2.4878, -0.3975)  0.335
O (-10.4931, -2.2125, -0.9500)  -0.541
C (-8.1424, -2.2835, -1.0672)  -0.421
C (-7.0010, -2.5862, -0.4556)  -0.181
C (-6.9883, -3.1380, 0.9201)  0.438
O (-5.9452, -3.4120, 1.4804)  -0.561
H (-8.2594, -3.7468, 2.5961)  0.420
H (-10.4020, -3.1842, 1.4509)  0.404
H (-8.1748, -1.8775, -2.0699)  0.417
H (-6.0350, -2.4432, -0.9232)  0.453
C (3.2297, -6.2047, 1.1549)  -0.184
C (3.1575, -6.9889, 0.0841)  -0.233
C (2.0445, -6.8591, -0.8907)  0.585
O (1.9689, -7.5778, -1.8659)  -0.606
C (1.0203, -5.8179, -0.6265)  -0.551
C (1.0953, -5.0319, 0.4434)  -0.353
C (2.2071, -5.1662, 1.4165)  0.143
O (2.2745, -4.4463, 2.3942)  -0.617
H (4.0319, -6.2835, 1.8772)  0.365
H (3.8950, -7.7500, -0.1288)  0.363
H (0.2176, -5.7380, -1.3487)  0.493
H (0.3589, -4.2683, 0.6541)  0.599
C (-2.8676, 2.6682, -3.0931)  -0.294
C (-3.0525, 3.9677, -2.8778)  -0.309
C (-2.7883, 4.9686, -3.9381)  0.280
O (-2.9546, 6.1555, -3.7445)  -0.502
C (-2.3105, 4.4711, -5.2519)  -0.373
C (-2.1247, 3.1725, -5.4700)  -0.403
C (-2.3896, 2.1678, -4.4076)  0.298
O (-2.2230, 0.9847, -4.6085)  -0.558
H (-3.0526, 1.9240, -2.3311)  0.519
H (-3.4000, 4.3539, -1.9279)  0.433
H (-2.1251, 5.2227, -6.0089)  0.468
H (-1.7764, 2.7861, -6.4193)  0.413
C (-5.4114, 1.8979, 6.1427)  -0.451
C (-4.9030, 1.1203, 5.1908)  -0.227
C (-3.9740, 0.0157, 5.5224)  0.236
O (-3.5053, -0.6979, 4.6536)  -0.417
C (-3.6312, -0.1983, 6.9471)  -0.372
C (-4.1382, 0.5780, 7.9005)  -0.373
C (-5.0703, 1.6889, 7.5741)  0.292
O (-5.5343, 2.3942, 8.4403)  -0.531
H (-6.0915, 2.7117, 5.9265)  0.431
H (-5.1391, 1.2541, 4.1434)  0.444
H (-2.9515, -1.0134, 7.1603)  0.429
H (-3.9021, 0.4424, 8.9480)  0.403
C (-4.7550, 9.3033, -3.0495)  -0.461
C (-4.8170, 8.6225, -4.1911)  -0.103
C (-5.8991, 8.8760, -5.1749)  0.382
O (-5.9632, 8.2589, -6.2191)  -0.598
C (-6.9054, 9.9159, -4.8405)  -0.466
C (-6.8406, 10.5956, -3.6994)  -0.420
C (-5.7583, 10.3424, -2.7125)  0.288
O (-5.7021, 10.9652, -1.6741)  -0.553
H (-3.9747, 9.1330, -2.3187)  0.479
H (-4.0891, 7.8637, -4.4486)  0.666
H (-7.6843, 10.0836, -5.5739)  0.448
H (-7.5625, 11.3575, -3.4341)  0.421
C (4.4577, -7.0600, -5.5216)  -0.391
C (4.2459, -7.0314, -4.2084)  -0.251
C (4.9020, -6.0140, -3.3496)  0.310
O (4.7112, -5.9883, -2.1523)  -0.361
C (5.7990, -5.0305, -4.0065)  -0.383
C (6.0095, -5.0609, -5.3192)  -0.357
C (5.3546, -6.0784, -6.1813)  0.345
O (5.5466, -6.1035, -7.3777)  -0.554
H (3.9913, -7.7913, -6.1693)  0.416
H (3.5936, -7.7330, -3.7035)  0.433
H (6.2644, -4.2989, -3.3582)  0.417
H (6.6596, -4.3555, -5.8208)  0.391
C (7.9839, -4.1676, 4.7274)  -0.288
C (7.9156, -4.9530, 3.6569)  -0.404
C (6.8053, -4.8235, 2.6803)  0.358
O (6.7373, -5.5411, 1.7042)  -0.538
C (5.7775, -3.7841, 2.9418)  -0.148
C (5.8472, -2.9988, 4.0127)  -0.483
C (6.9573, -3.1284, 4.9898)  0.384
O (7.0242, -2.4115, 5.9661)  -0.562
H (8.7845, -4.2463, 5.4490)  0.348
H (8.6581, -5.7131, 3.4508)  0.476
H (4.9757, -3.7061, 2.2185)  0.417
H (5.1079, -2.2365, 4.2225)  0.437
C (12.8894, -6.3446, 7.6349)  -0.352
C (12.0399, -6.4435, 6.6165)  -0.401
C (11.6988, -5.2643, 5.7832)  0.419
O (10.9215, -5.3532, 4.8554)  -0.512
C (12.3404, -3.9710, 6.1256)  -0.252
C (13.1899, -3.8713, 7.1439)  -0.355
C (13.5330, -5.0507, 7.9795)  0.344
O (14.3079, -4.9615, 8.9055)  -0.538
H (13.1529, -7.1903, 8.2570)  0.398
H (11.5599, -7.3756, 6.3471)  0.418
H (12.0758, -3.1256, 5.5032)  0.430
H (13.6688, -2.9386, 7.4127)  0.402
C (-1.0304, 11.2881, -6.4543)  -0.392
C (-1.4150, 12.3553, -7.1489)  -0.401
C (-2.7610, 12.4252, -7.7739)  0.335
O (-3.1092, 13.3971, -8.4082)  -0.549
C (-3.6610, 11.2585, -7.5920)  -0.317
C (-3.2770, 10.1915, -6.8965)  -0.377
C (-1.9317, 10.1218, -6.2726)  0.269
O (-1.5828, 9.1497, -5.6381)  -0.521
H (-0.0545, 11.2158, -5.9913)  0.418
H (-0.7755, 13.2167, -7.2936)  0.401
H (-4.6373, 11.3291, -8.0552)  0.465
H (-3.9152, 9.3305, -6.7602)  0.631

Computed properties:
2S+1 ... 1
Kohn-Sham gap ... 7.7 eV
Maximum force ... 0.0385 hartree/bohr
Electronic energy ... -123605.1672 eV
Structure (SMILES) ... O=CCN(CC(=O)F)S(=O)(=O)F.O=C1C=CC(=O)C=C1.O=C1C=CC(=O)C=C1.O=C1C=CC(=O)C=C1.O=C1C=CC(=O)C=C1.O=C1C=CC(=O)C=C1.O=C1C=CC(=O)C=C1.O=C1C=CC(=O)C=C1.O=C1C=CC(=O)C=C1.O=C1C=CC(=O)C=C1
Molar mass ... 1174.01 u


Molecular formula: C4H16NO5
Method: DFT, ωB97M-V with the def2-TZVPD basis set

Last column: natural (NBO) charge in e.
Atoms and positions in Å:
C (-0.7640, -0.3120, -2.0859)  -0.457
N (0.3033, -1.0462, -1.3565)  -0.686
C (0.4269, -0.6986, 0.1459)  -0.085
C (0.7090, 0.8727, 0.1785)  -0.122
O (2.0336, 1.2121, 0.4776)  -0.725
C (-0.7709, -1.4246, 0.7312)  -0.046
O (-2.0033, -0.9052, 0.5605)  -0.794
H (-1.1464, -0.7342, -2.9419)  0.192
H (-1.6856, -0.0440, -1.4310)  0.230
H (-0.2728, 0.6969, -2.1449)  0.177
H (-0.0081, -2.0285, -1.2932)  0.353
H (1.2791, -1.2040, 0.4283)  0.188
H (0.4005, 1.2374, -0.7751)  0.142
H (0.0445, 1.4118, 0.9294)  0.278
H (2.4573, 1.0501, -0.3430)  0.467
H (-0.8552, -2.4186, 0.3241)  0.134
H (-0.5717, -1.5970, 1.7436)  0.161
H (-0.9637, 1.2999, 3.0574)  0.510
H (0.6583, 1.2675, 3.1938)  0.453
O (-0.1568, 1.0337, 3.5930)  -1.043
H (1.5342, -0.1410, -2.2495)  0.497
H (2.5726, -1.0380, -2.5944)  0.456
O (2.4962, -0.1013, -2.6146)  -0.998
H (-1.8130, 2.2831, 1.7484)  0.428
H (-2.2494, -0.0526, 1.0657)  0.546
O (-1.6546, 1.3805, 1.6526)  -1.253

Computed properties:
2S+1 ... 1
Kohn-Sham gap ... 8.1 eV
Maximum force ... 0.1092 hartree/bohr
Electronic energy ... -16133.6281 eV
Molar mass ... 158.17 u
Charge ... -1


Molecular formula: C5H10O
Method: DFT, ωB97M-V with the def2-TZVPD basis set

Last column: natural (NBO) charge in e.
Atoms and positions in Å:
C (0.1441, -0.5847, -1.8312)  -0.634
C (0.7474, -0.1314, -0.5277)  -0.034
C (1.6079, 0.8757, -0.4930)  -0.376
C (0.7115, -0.5817, 1.9120)  -0.352
C (0.3065, -0.8679, 0.6813)  -0.235
H (-0.9012, -0.8647, -1.7716)  0.213
H (0.2520, 0.2037, -2.5736)  0.219
H (0.7081, -1.4469, -2.1983)  0.219
H (1.7728, 1.4065, -1.4215)  0.193
H (2.0131, 1.3400, 0.3927)  0.197
H (1.1055, 0.3987, 2.1715)  0.190
H (0.5371, -1.1748, 2.7952)  0.198
H (-0.4437, -1.6352, 0.5503)  0.199
H (-2.1924, 0.2478, 0.4444)  0.466
H (-2.9645, 1.3082, 1.1648)  0.466
O (-2.6577, 1.0758, 0.2772)  -0.931

Computed properties:
2S+1 ... 1
Kohn-Sham gap ... 9.5 eV
Maximum force ... 0.0220 hartree/bohr
Electronic energy ... -7393.0579 eV
Structure (SMILES) ... C=CC(=C)C.O
Molar mass ... 86.13 u